Computed, not measured: a molecular structure, C38H43F4GeN11OScSe in a non-equilibrium geometry, with ωB97M-V with the def2-TZVPD basis set.

The HOMO-LUMO gap is 4.110 eV. As for the HOMO energy: -13.44 eV. Its net charge is +3. For the energy above the lowest of the compared OMol25 structures with the same formula, charge and spin, the calculation gives 65.9 kcal per mole. For the LUMO energy, the calculation gives -9.33 eV.

Cartesian coordinates (Å):
Sc (10.613, 13.370, 10.203)
C (15.197, 8.165, 7.823)
N (14.471, 9.375, 7.476)
C (14.087, 9.567, 6.093)
C (14.668, 10.574, 8.292)
C (14.107, 10.601, 9.710)
N (12.855, 9.839, 10.053)
C (11.855, 9.607, 9.069)
C (11.185, 10.640, 8.458)
F (11.567, 11.986, 8.777)
C (10.137, 10.486, 7.538)
F (9.411, 11.489, 7.052)
C (9.796, 9.180, 7.114)
C (10.521, 8.101, 7.656)
F (10.345, 6.880, 7.118)
C (11.521, 8.311, 8.596)
F (12.033, 7.225, 9.177)
H (16.220, 8.359, 8.224)
H (15.244, 7.507, 6.958)
H (14.643, 7.610, 8.630)
H (14.967, 9.910, 5.520)
H (13.246, 10.292, 6.044)
H (13.727, 8.670, 5.594)
H (14.241, 11.487, 7.772)
H (15.783, 10.859, 8.354)
H (13.906, 11.676, 9.882)
H (14.851, 10.264, 10.442)
H (8.955, 9.094, 6.430)
N (10.954, 14.825, 13.926)
C (9.678, 14.373, 14.327)
C (9.180, 13.714, 13.244)
N (10.081, 13.717, 12.199)
C (11.180, 14.458, 12.649)
C (12.360, 14.671, 11.861)
N (12.562, 14.108, 10.613)
C (13.770, 14.496, 10.167)
C (14.442, 15.178, 11.139)
N (13.543, 15.346, 12.211)
H (11.542, 15.419, 14.504)
H (9.264, 14.592, 15.292)
H (8.240, 13.197, 13.037)
H (14.050, 14.230, 9.166)
H (15.393, 15.690, 11.167)
H (13.669, 16.065, 12.916)
C (7.863, 16.611, 8.516)
N (7.785, 15.093, 8.513)
C (6.528, 14.419, 8.463)
C (6.416, 13.121, 8.842)
C (7.560, 12.434, 9.349)
N (8.766, 13.061, 9.290)
C (8.901, 14.384, 8.873)
O (10.074, 14.927, 9.037)
N (7.519, 11.221, 9.918)
H (7.268, 17.061, 9.332)
H (7.533, 17.039, 7.536)
H (8.917, 16.809, 8.737)
H (5.713, 15.057, 8.162)
H (5.392, 12.653, 8.889)
H (6.634, 10.809, 10.238)
H (8.248, 11.023, 10.591)
C (11.262, 16.687, 5.953)
N (12.432, 17.236, 6.624)
C (12.648, 18.529, 7.052)
C (13.862, 18.562, 7.630)
N (14.451, 17.355, 7.498)
C (15.756, 16.967, 8.065)
C (13.589, 16.479, 6.864)
Se (13.947, 14.789, 6.300)
H (10.395, 16.747, 6.598)
H (11.517, 15.667, 5.653)
H (11.095, 17.232, 5.008)
H (11.833, 19.224, 7.097)
H (14.366, 19.324, 8.159)
H (15.839, 17.117, 9.127)
H (16.570, 17.453, 7.518)
H (15.876, 15.862, 7.909)
Ge (12.674, 9.125, 11.762)
C (13.614, 10.061, 13.162)
C (13.056, 11.238, 13.681)
C (13.739, 11.985, 14.678)
C (15.027, 11.719, 14.997)
C (15.661, 10.590, 14.387)
C (14.978, 9.770, 13.558)
C (10.821, 9.247, 12.456)
C (10.560, 9.322, 13.841)
C (9.272, 9.167, 14.398)
C (8.207, 8.899, 13.584)
C (8.364, 8.862, 12.198)
C (9.653, 9.101, 11.642)
H (13.011, 7.631, 12.068)
H (12.028, 11.499, 13.424)
H (13.205, 12.783, 15.148)
H (15.633, 12.399, 15.611)
H (16.726, 10.372, 14.602)
H (15.430, 8.826, 13.273)
H (11.358, 9.420, 14.571)
H (9.200, 9.185, 15.486)
H (7.215, 8.621, 13.971)
H (7.536, 8.579, 11.524)
H (9.740, 8.999, 10.592)